Computed, not measured: C21H28F5O2Y as an isolated structure, with wB97M-V/def2-TZVPD.

## Properties
Energy relative to the best compared isomer or geometry (same formula, charge and spin) (eV): 2.297
Net charge: 0
Multiplicity: 1
HOMO (hartree): -0.28344
Molar mass (g/mol): 496.3
LUMO (eV): 0.3

Structure (XYZ):
```
57
Properties=species:S:1:pos:R:3:forces:R:3:mulliken_charge:R:1
O 0.23468 -0.52461 -2.81071 0.0 0.0 -3.0 -0.568
C 0.25296 0.70624 -3.63078 0.1 0.9 0.7 -0.245
C 0.29233 0.00987 -4.97040 0.1 -0.7 0.6 -0.698
H 1.13054 1.30462 -3.35359 -0.2 -0.1 -0.1 0.142
H -0.64587 1.32266 -3.52884 0.4 -0.4 0.2 0.039
C 0.29896 -1.27728 -4.09319 0.1 -0.6 -0.6 1.210
H 1.21363 0.18498 -5.53912 -0.4 -0.2 0.0 0.319
H -0.63076 0.12311 -5.55869 0.6 0.0 0.1 0.309
C 1.59487 -2.07458 -4.18134 -0.3 0.0 0.1 -1.526
H 2.45350 -1.41197 -4.00373 -0.2 -0.2 -0.1 0.371
H 1.68523 -2.54731 -5.17803 0.0 0.2 0.5 0.389
H 1.57795 -2.85245 -3.40425 0.2 0.1 -0.3 0.310
C -0.94816 -2.14086 -4.24696 0.3 0.0 0.3 -1.613
H -1.84885 -1.53385 -4.07819 0.2 -0.2 -0.2 0.358
H -0.91154 -2.92313 -3.47743 -0.2 0.1 -0.2 0.330
H -0.98355 -2.61520 -5.24208 0.0 0.2 0.4 0.393
Y -0.27239 -0.56716 1.91833 1.3 1.8 1.0 0.555
C -2.00563 -1.09685 3.72991 -0.5 0.9 -0.4 -0.476
C -1.85101 0.32805 3.72864 -1.4 -0.9 -0.4 -0.643
C -2.38266 0.81332 2.49377 -0.5 0.2 0.3 -0.097
H -1.52697 0.91559 4.57554 0.1 -0.1 -0.3 0.603
C -2.81792 -0.29500 1.71284 -0.1 -0.1 0.8 -0.758
C -2.57371 -1.48176 2.47470 -0.3 0.1 0.2 -0.835
H -2.83715 -2.50206 2.17256 0.2 0.5 0.1 0.427
H -1.78457 -1.72974 4.58617 0.0 0.0 -0.4 0.585
H -2.54701 1.87860 2.25180 0.4 -0.8 0.0 0.444
H -3.31097 -0.24449 0.74229 0.2 0.0 0.3 0.596
C 0.86504 -2.12139 3.56915 0.5 -0.5 -0.6 -0.864
C 0.19499 -2.92321 2.58790 1.1 0.0 -0.2 -0.524
C 0.85185 -2.71080 1.32821 -0.3 -0.6 0.4 -0.559
H -0.64798 -3.57624 2.77937 0.2 0.1 -0.1 0.601
C 1.91891 -1.79263 1.53640 0.5 0.2 0.5 -0.822
C 1.92889 -1.42524 2.92175 -0.1 -1.5 -0.5 -0.241
H 2.67456 -0.82695 3.42539 -0.2 -0.1 -0.2 0.791
H 0.65210 -2.06755 4.64101 0.0 0.0 -0.6 0.453
H 0.57906 -3.18695 0.37973 0.2 0.2 0.4 0.529
H 2.65123 -1.43689 0.79761 -0.5 -0.2 0.3 0.508
O 0.80518 1.59220 -0.27086 -0.9 0.7 0.1 -0.395
C -0.41041 0.99046 -0.69221 0.2 -1.2 -0.2 1.003
C -1.31475 2.05838 -1.29997 -1.1 0.0 0.1 -0.986
H -1.09334 0.50864 0.09749 1.0 0.8 -0.3 -1.479
H -0.07600 0.15060 -1.33310 -0.9 0.9 0.6 1.705
C -0.61673 3.42710 -1.15999 0.5 0.0 0.1 -0.367
H -2.21844 2.01824 -0.70415 -0.3 0.4 0.2 0.424
H -1.68032 1.82172 -2.30172 0.3 0.2 0.2 0.422
C 0.71802 3.03131 -0.44777 0.5 0.5 1.0 -0.566
H -1.21956 4.15495 -0.53695 0.7 -0.9 -0.8 0.279
H -0.40563 3.89665 -2.16056 -0.2 -0.5 1.0 0.159
H 0.83561 3.47083 0.57144 -0.3 -0.1 -0.7 0.210
H 1.60283 3.33635 -1.02310 -0.3 -0.1 0.1 0.355
F 0.07507 2.08820 2.87529 0.5 1.2 0.1 -0.222
C 0.97441 1.14914 3.41445 -1.0 -1.5 -0.7 0.293
F 0.66976 1.06107 4.77530 0.6 0.5 -0.3 -0.396
C 2.37437 1.74138 3.30662 -0.3 0.4 0.3 0.523
F 2.38438 3.05064 3.66800 0.5 -0.4 -0.2 -0.292
F 3.22922 1.07999 4.14471 -0.4 0.7 -0.9 -0.257
F 2.84171 1.67125 2.02139 -0.2 0.0 1.2 -0.205
```
Positions in Å, forces in eV/Å.